126
Properties=species:S:1:pos:R:3 method="wB97M-V/def2-TZVPD" lumo_ev=-4.659 total_charge=+1 e_above_lowest_kj_mol=69.5
C -0.899 2.245 -1.361
C -0.892 0.711 -1.149
C 0.061 -0.063 -2.218
C 0.431 -1.508 -1.925
C 1.265 -1.364 -0.659
C 0.390 -0.875 0.485
N -0.303 0.377 0.222
O -0.497 1.191 1.067
C 1.417 -0.488 1.657
C -0.552 -1.991 1.067
C -2.290 0.204 -1.271
H -0.853 2.419 -2.425
H 0.120 2.700 -1.057
H -1.786 2.689 -1.034
H 1.065 0.592 -2.382
H -0.528 0.186 -3.230
H 1.049 -1.958 -2.903
H -0.484 -2.040 -1.940
H 2.015 -0.799 -0.650
H 1.577 -2.379 -0.487
H 0.980 -0.411 2.694
H 1.901 0.414 1.327
H 2.021 -1.227 1.942
H 0.089 -2.738 1.103
H -1.453 -2.169 0.376
H -1.304 -1.525 1.870
H -2.829 0.221 -0.450
H -2.488 -0.824 -1.342
H -2.743 0.531 -2.268
N -5.794 2.031 -3.053
C -5.152 2.925 -2.252
C -3.916 3.476 -2.900
C -3.968 2.705 -4.252
C -5.305 1.941 -4.294
H -6.624 1.391 -2.676
H -5.522 2.963 -1.300
H -3.210 4.312 -2.607
H -3.003 2.639 -4.984
H -5.846 1.190 -4.957
N 5.329 0.398 -4.946
C 4.163 1.092 -4.657
C 3.123 0.068 -4.767
C 3.752 -1.049 -5.504
C 5.228 -0.875 -5.418
H 6.294 0.958 -4.851
H 4.012 2.022 -4.150
H 2.007 0.126 -4.485
H 3.196 -2.014 -5.760
H 6.141 -1.539 -5.848
C -3.058 -5.420 -1.168
N -1.932 -4.885 -0.328
O -0.847 -4.928 -0.661
O -2.288 -4.711 0.892
H -3.806 -5.784 -0.476
H -2.758 -6.447 -1.324
H -3.325 -4.637 -1.858
C 5.243 -0.671 -1.241
N 5.597 -1.107 0.138
O 4.650 -1.545 0.801
O 6.768 -1.131 0.470
H 4.690 0.334 -1.207
H 4.758 -1.441 -1.725
H 6.337 -0.482 -1.901
C 0.128 3.428 -6.749
N -0.516 2.267 -6.222
O -0.979 1.517 -7.143
O -0.265 1.849 -5.137
H 1.254 3.417 -6.539
H -0.275 4.267 -6.273
H -0.055 3.400 -7.668
C 4.435 -5.084 2.485
N 3.173 -4.811 3.262
O 2.755 -5.787 3.960
O 2.505 -3.798 2.875
H 4.889 -4.233 2.129
H 3.934 -5.749 1.642
H 4.782 -5.747 3.153
C -4.915 -3.058 2.131
N -4.271 -2.035 1.329
O -4.564 -2.021 0.179
O -3.800 -0.974 1.952
H -5.613 -3.831 1.671
H -5.386 -2.524 2.862
H -4.069 -3.405 2.577
C -0.030 4.252 3.064
N 1.306 3.859 2.575
O 1.636 4.274 1.406
O 2.022 3.010 3.326
H 0.017 4.574 4.211
H -0.714 3.418 3.054
H -0.246 4.990 2.373
C -2.303 0.310 4.706
N -1.044 0.175 5.360
O -1.078 -0.121 6.564
O -0.013 0.507 4.793
H -3.085 1.080 5.322
H -2.678 -0.812 4.430
H -2.411 0.799 3.647
C 3.396 4.609 -1.285
N 2.569 3.589 -1.966
O 1.929 3.916 -3.001
O 2.776 2.408 -1.697
H 4.174 4.389 -0.728
H 2.786 4.930 -0.471
H 3.592 5.518 -1.832
C -0.747 -4.972 4.497
N -1.160 -3.530 4.477
O -0.328 -2.629 4.394
O -2.403 -3.332 4.500
H 0.364 -5.023 4.184
H -1.429 -5.454 3.946
H -0.652 -5.228 5.431
C -4.440 6.484 0.041
N -3.116 5.991 0.768
O -2.509 5.106 0.106
O -2.935 6.154 1.941
H -4.923 5.610 -0.481
H -4.112 7.139 -0.622
H -5.038 6.923 0.773
C 2.355 -1.592 5.866
N 3.089 -2.521 6.699
O 2.967 -2.363 7.904
O 3.576 -3.547 6.280
H 2.138 -1.895 4.798
H 2.847 -0.606 6.002
H 1.288 -1.505 6.362